*P*
{"formula": "C4H6N2OS", "method": "wB97M-V/def2-TZVPD", "elements": ["S", "O", "N", "N", "C", "C", "C", "C", "H", "H", "H", "H", "H", "H"], "positions_angstrom": [[0.536, 0.437, 0.099], [-0.771, -3.040, -0.722], [-1.879, -0.675, 0.093], [0.490, -1.154, -0.488], [1.864, -1.606, -0.687], [-1.335, 0.414, 0.295], [-1.938, 1.684, 0.710], [-0.579, -1.936, -0.379], [-1.771, 1.789, 1.711], [-2.932, 1.531, 0.639], [2.170, -1.123, -1.607], [2.429, -1.507, 0.138], [-1.593, 2.433, 0.151], [1.792, -2.701, -1.073]], "homo_ev": -8.94, "homo_lumo_gap_ev": 9.562}

***

*Q*
{"formula": "C4H6N2OS", "method": "wB97M-V/def2-TZVPD", "elements": ["S", "O", "N", "N", "C", "C", "C", "C", "H", "H", "H", "H", "H", "H"], "positions_angstrom": [[-1.426, 1.743, -0.107], [-2.727, -1.004, -0.188], [-0.689, 0.221, -0.138], [-0.626, -2.012, -0.008], [-1.411, -0.960, -0.083], [1.862, 0.754, -0.169], [0.647, -1.501, -0.013], [0.668, -0.134, -0.126], [2.825, 0.275, -0.302], [1.515, -2.155, 0.119], [-1.256, 2.014, 1.217], [1.906, 1.316, 0.778], [1.727, 1.534, -0.927], [-3.016, -0.090, -0.053]], "homo_ev": -8.09, "smiles": "Cc1cnc(O)n1S", "homo_lumo_gap_ev": 8.372}

***

*R*
{"formula": "C4H6N2OS", "method": "wB97M-V/def2-TZVPD", "elements": ["S", "O", "N", "N", "C", "C", "C", "C", "H", "H", "H", "H", "H", "H"], "positions_angstrom": [[2.039, -0.321, 0.100], [0.345, -1.977, 1.182], [-1.897, -0.800, 0.284], [-0.655, 0.774, -0.894], [-0.269, 2.125, -0.494], [-1.657, 1.803, -0.933], [-0.772, -0.309, -0.045], [0.554, -0.895, 0.414], [1.225, -2.292, 1.421], [-2.008, 2.056, -1.930], [0.442, 2.640, -1.143], [-2.449, 1.739, -0.191], [-0.098, 2.288, 0.556], [-1.751, -1.642, 0.846]], "homo_ev": -9.26, "smiles": "[H]/N=C(\\C(O)=S)N1CC1", "homo_lumo_gap_ev": 8.703}

***

Which structure is most stable? *Q*, by 23.2 kcal/mol over the runner-up.